1.
Below is a 12-piece molecular cluster, C45H125N11O12 overall, with properties calculated with ωB97M-V/def2-TZVPD.

Its SMILES is COC[C@H](C)N.COC[C@H](C)N.COC[C@H](C)N.COC[C@H](C)N.COC[C@H](C)N.COC[C@H](C)N.COC[C@H](C)N.COC[C@H](C)N.COC[C@H](C)N.COC[C@H](C)N.COC[C@H](C)N.CO. The HOMO-LUMO gap comes out at 9.15 eV.

Each line ends with the Löwdin charge.
Atoms and positions in Å:
1 C -27.172 11.641 -17.683  -0.071
2 C -27.473 10.235 -18.046  -0.431
3 C -26.628 9.843 -19.252  -0.286
4 O -26.924 10.664 -20.322  -0.176
5 C -26.094 10.247 -21.457  -0.070
6 N -27.204 9.375 -16.884  0.053
7 H -27.804 12.343 -18.163  0.071
8 H -26.139 11.898 -17.769  0.078
9 H -27.308 11.924 -16.612  0.069
10 H -28.538 10.157 -18.395  0.151
11 H -26.818 8.852 -19.446  0.084
12 H -25.522 9.959 -18.986  0.152
13 H -26.529 10.661 -22.299  0.046
14 H -26.035 9.065 -21.459  0.122
15 H -25.017 10.627 -21.375  0.104
16 H -27.012 8.393 -17.194  0.087
17 H -26.341 9.664 -16.427  0.047
18 C -32.593 6.616 -11.739  -0.051
19 C -31.644 7.080 -12.867  -0.426
20 C -32.311 8.140 -13.690  -0.193
21 O -31.408 8.523 -14.772  -0.204
22 C -32.067 9.101 -15.828  -0.157
23 N -30.334 7.520 -12.247  0.056
24 H -33.463 6.112 -12.160  0.073
25 H -32.892 7.567 -11.224  0.095
26 H -32.034 5.864 -11.156  0.064
27 H -31.324 6.326 -13.564  0.125
28 H -32.541 9.070 -13.079  0.146
29 H -33.250 7.708 -14.065  0.124
30 H -32.498 10.050 -15.545  0.080
31 H -32.864 8.455 -16.255  0.092
32 H -31.377 9.263 -16.675  0.091
33 H -30.477 8.220 -11.501  0.076
34 H -29.672 7.807 -12.949  0.027
35 C -22.571 5.017 -5.352  -0.044
36 C -22.413 6.015 -4.215  -0.452
37 C -22.414 7.389 -4.786  -0.199
38 O -23.691 7.553 -5.459  -0.231
39 C -23.849 8.909 -5.855  -0.104
40 N -23.385 5.840 -3.144  0.039
41 H -22.735 4.059 -4.919  0.070
42 H -21.692 4.999 -5.900  0.045
43 H -23.427 5.329 -5.958  0.065
44 H -21.398 5.870 -3.736  0.152
45 H -21.646 7.565 -5.545  0.119
46 H -22.320 8.188 -4.026  0.128
47 H -24.783 9.175 -6.414  0.079
48 H -22.969 9.189 -6.479  0.084
49 H -23.844 9.526 -4.989  0.074
50 H -24.333 6.017 -3.508  0.082
51 H -23.150 6.456 -2.366  0.073
52 C -18.876 9.563 -6.549  -0.053
53 C -19.506 9.840 -7.938  -0.410
54 C -20.068 11.258 -8.014  -0.221
55 O -21.281 11.275 -7.296  -0.221
56 C -21.733 12.475 -6.658  -0.095
57 N -18.478 9.748 -8.986  0.051
58 H -19.470 9.848 -5.671  0.081
59 H -17.922 9.994 -6.311  0.068
60 H -18.727 8.507 -6.444  0.036
61 H -20.364 9.188 -8.041  0.113
62 H -20.183 11.675 -9.013  0.117
63 H -19.329 11.983 -7.633  0.130
64 H -22.623 12.260 -6.118  0.054
65 H -21.887 13.296 -7.368  0.084
66 H -20.970 12.813 -5.869  0.110
67 H -18.196 8.743 -9.025  0.076
68 H -18.804 10.081 -9.897  0.063
69 C -29.679 3.529 -10.552  -0.086
70 C -29.202 4.598 -9.616  -0.453
71 C -28.562 3.996 -8.379  -0.219
72 O -28.004 5.006 -7.540  -0.201
73 C -27.310 4.459 -6.457  -0.122
74 N -28.269 5.418 -10.407  0.084
75 H -28.820 3.038 -11.051  0.085
76 H -30.267 4.068 -11.367  0.087
77 H -30.279 2.768 -10.061  0.071
78 H -30.102 5.152 -9.140  0.159
79 H -27.756 3.252 -8.621  0.138
80 H -29.312 3.429 -7.806  0.127
81 H -27.076 5.341 -5.902  0.083
82 H -26.464 3.890 -6.826  0.078
83 H -27.926 3.803 -5.835  0.089
84 H -28.811 6.128 -10.862  0.032
85 H -27.711 5.953 -9.809  0.025
86 C -24.636 11.165 -8.877  -0.043
87 C -25.850 11.839 -8.299  -0.430
88 C -26.862 10.902 -7.694  -0.195
89 O -27.447 10.049 -8.699  -0.231
90 C -28.545 9.256 -8.254  -0.075
91 N -25.387 12.721 -7.198  0.037
92 H -25.060 10.238 -9.244  0.044
93 H -23.877 11.051 -8.088  0.067
94 H -24.157 11.639 -9.739  0.087
95 H -26.397 12.399 -9.089  0.144
96 H -27.535 11.572 -7.170  0.122
97 H -26.351 10.241 -7.014  0.099
98 H -28.371 8.907 -7.244  0.092
99 H -28.695 8.458 -8.982  0.079
100 H -29.446 9.824 -8.339  0.067
101 H -24.710 13.424 -7.469  0.069
102 H -26.200 13.192 -6.797  0.069
103 C -24.069 5.014 -14.485  -0.056
104 C -24.917 5.489 -13.325  -0.439
105 C -26.423 5.512 -13.679  -0.177
106 O -26.742 6.559 -14.675  -0.221
107 C -28.125 6.310 -15.100  -0.067
108 N -24.735 4.686 -12.081  0.073
109 H -23.157 4.579 -14.102  0.072
110 H -23.775 5.808 -15.158  0.060
111 H -24.685 4.296 -15.101  0.099
112 H -24.602 6.549 -13.126  0.118
113 H -26.977 5.727 -12.771  0.089
114 H -26.569 4.470 -14.043  0.130
115 H -28.458 7.282 -15.524  0.084
116 H -28.718 6.041 -14.222  0.067
117 H -28.146 5.438 -15.700  0.070
118 H -24.957 3.759 -12.394  0.069
119 H -25.448 5.045 -11.414  0.045
120 C -14.679 6.524 -5.268  -0.075
121 C -15.788 6.094 -6.156  -0.447
122 C -16.871 5.435 -5.300  -0.256
123 O -16.435 4.424 -4.467  -0.187
124 C -17.538 3.869 -3.775  -0.102
125 N -16.323 7.206 -6.979  0.039
126 H -13.752 6.931 -5.744  0.095
127 H -14.413 5.683 -4.579  0.094
128 H -15.010 7.288 -4.614  0.060
129 H -15.448 5.380 -6.891  0.130
130 H -17.514 4.933 -6.052  0.118
131 H -17.386 6.216 -4.791  0.116
132 H -17.117 2.958 -3.213  0.117
133 H -18.264 3.471 -4.545  0.099
134 H -17.997 4.545 -3.132  0.056
135 H -17.268 7.013 -7.382  0.046
136 H -16.324 8.067 -6.407  0.063
137 C -20.574 4.196 -10.248  -0.058
138 C -19.321 5.037 -10.005  -0.391
139 C -19.336 6.338 -10.835  -0.209
140 O -20.425 7.077 -10.398  -0.215
141 C -20.716 8.191 -11.158  -0.108
142 N -19.210 5.431 -8.581  0.018
143 H -21.363 4.614 -9.575  0.074
144 H -20.532 3.143 -10.118  0.062
145 H -20.915 4.274 -11.256  0.063
146 H -18.350 4.385 -10.232  0.170
147 H -19.392 6.026 -11.810  0.097
148 H -18.409 6.896 -10.705  0.125
149 H -21.258 8.910 -10.530  0.093
150 H -21.404 8.093 -11.983  0.080
151 H -19.813 8.626 -11.495  0.072
152 H -19.927 6.196 -8.388  0.075
153 H -19.591 4.684 -7.963  0.078
154 C -29.071 12.449 -14.070  -0.039
155 C -28.375 11.377 -13.210  -0.442
156 C -29.030 11.459 -11.868  -0.243
157 O -29.114 12.752 -11.294  -0.175
158 C -29.678 12.700 -9.986  -0.098
159 N -28.296 10.016 -13.688  0.090
160 H -30.165 12.296 -14.102  0.092
161 H -28.696 12.399 -15.095  0.055
162 H -28.808 13.355 -13.588  0.062
163 H -27.336 11.768 -13.097  0.151
164 H -28.523 10.791 -11.147  0.106
165 H -30.020 10.912 -11.906  0.131
166 H -29.189 12.098 -9.212  0.062
167 H -30.684 12.287 -10.029  0.084
168 H -29.672 13.753 -9.671  0.096
169 H -27.408 9.736 -14.006  0.039
170 H -28.925 10.047 -14.490  0.068
171 C -24.554 5.024 -9.051  -0.051
172 C -23.753 6.279 -9.509  -0.384
173 C -24.673 7.537 -9.783  -0.165
174 O -25.640 7.285 -10.797  -0.225
175 C -26.227 8.421 -11.370  -0.096
176 N -22.758 6.656 -8.505  0.071
177 H -24.840 5.214 -8.008  0.059
178 H -24.051 4.028 -9.135  0.093
179 H -25.473 4.863 -9.577  0.026
180 H -23.249 6.101 -10.452  0.109
181 H -24.035 8.373 -10.097  0.107
182 H -25.172 7.781 -8.832  0.124
183 H -25.399 9.065 -11.715  0.095
184 H -26.952 8.946 -10.664  0.089
185 H -26.778 8.081 -12.238  0.062
186 H -23.141 7.143 -7.676  0.062
187 H -21.917 7.053 -8.905  0.033
188 C -23.461 8.819 -14.672  -0.182
189 O -24.717 8.723 -15.225  -0.121
190 H -22.692 8.958 -15.428  0.078
191 H -23.551 9.704 -14.011  0.088
192 H -23.156 7.970 -14.038  0.065
193 H -25.087 7.865 -15.067  0.028

---

2.
Below is C57H73IN6O5STi as an isolated structure, with properties calculated with ωB97M-V/def2-TZVPD.

The HOMO-LUMO gap (alpha / beta) comes out at 6.41 / 5.71 eV. As for the spin multiplicity: 3. The expectation value of S² is 2.043.

Each line ends with the Löwdin spin population.
Atoms and positions in Å:
1 Ti -0.307 0.036 -0.036  0.854
2 C -3.129 6.041 2.076  -0.001
3 C -1.782 6.384 1.422  -0.001
4 C -0.839 6.979 2.476  0.001
5 C -2.067 7.434 0.343  0.001
6 C -1.125 5.140 0.838  0.019
7 C -1.327 3.908 1.414  0.056
8 C -0.799 2.760 0.811  0.027
9 N -1.054 1.488 1.158  0.280
10 C -1.756 1.030 2.217  0.013
11 C -1.885 1.590 3.489  0.049
12 C -2.731 1.004 4.407  0.010
13 C -3.495 -0.092 3.983  0.085
14 C -3.378 -0.709 2.744  0.004
15 C -2.387 -0.213 1.871  0.076
16 O -1.994 -0.727 0.740  0.049
17 C -4.339 -1.837 2.379  -0.002
18 C -4.073 -2.437 0.995  0.000
19 C -5.762 -1.254 2.371  0.000
20 C -4.240 -2.969 3.412  -0.001
21 C -2.858 1.514 5.836  -0.001
22 C -2.423 0.388 6.784  0.001
23 C -4.315 1.903 6.122  0.001
24 C -1.986 2.747 6.096  0.000
25 C -0.084 2.815 -0.439  0.106
26 O 0.149 1.652 -0.986  0.077
27 C 0.202 4.100 -0.968  0.005
28 C -0.312 5.201 -0.303  0.100
29 C 0.885 4.294 -2.316  -0.003
30 C -0.160 3.921 -3.380  -0.001
31 C 2.100 3.375 -2.448  -0.001
32 C 1.367 5.731 -2.545  0.000
33 H -3.651 6.958 2.341  0.000
34 H -3.013 5.461 2.987  0.000
35 H -3.752 5.482 1.383  0.000
36 H -1.279 7.869 2.922  0.000
37 H 0.111 7.252 2.023  0.000
38 H -0.644 6.258 3.267  0.000
39 H -2.663 8.240 0.768  0.000
40 H -2.626 6.988 -0.476  0.001
41 H -1.153 7.873 -0.048  0.000
42 H -1.971 3.790 2.267  0.004
43 H -1.278 2.445 3.736  0.002
44 H -4.214 -0.499 4.675  0.004
45 H -4.130 -1.675 0.221  0.000
46 H -4.823 -3.198 0.780  0.000
47 H -3.091 -2.901 0.945  0.000
48 H -5.858 -0.514 1.579  0.000
49 H -5.998 -0.771 3.314  0.000
50 H -6.492 -2.043 2.199  0.000
51 H -3.212 -3.317 3.487  0.000
52 H -4.866 -3.805 3.107  0.000
53 H -4.565 -2.643 4.396  0.000
54 H -3.057 -0.485 6.660  0.001
55 H -2.482 0.710 7.822  0.000
56 H -1.397 0.093 6.571  0.000
57 H -4.984 1.057 6.000  0.000
58 H -4.633 2.690 5.442  0.000
59 H -4.410 2.268 7.142  0.000
60 H -0.932 2.530 5.938  0.000
61 H -2.109 3.072 7.127  0.000
62 H -2.279 3.571 5.450  0.000
63 H -0.115 6.171 -0.720  0.005
64 H -0.428 2.872 -3.276  0.000
65 H 0.226 4.089 -4.383  0.000
66 H -1.062 4.515 -3.248  0.000
67 H 1.788 2.347 -2.312  0.000
68 H 2.857 3.609 -1.702  0.000
69 H 2.548 3.476 -3.437  0.000
70 H 0.541 6.428 -2.664  0.000
71 H 1.962 5.772 -3.455  0.000
72 H 1.997 6.056 -1.721  0.000
73 N -0.264 -2.696 2.734  0.000
74 C 0.473 -3.532 1.800  0.000
75 C 1.084 -2.671 0.674  0.002
76 O 2.088 -3.040 0.080  0.005
77 O 0.454 -1.592 0.428  0.004
78 H -0.862 -3.262 3.327  0.000
79 H -0.857 -2.054 2.207  0.001
80 H -0.147 -4.304 1.306  0.000
81 H 1.279 -4.043 2.334  0.000
82 C 7.651 0.432 -4.192  0.000
83 C 6.947 0.193 -2.860  0.000
84 N 6.454 1.405 -2.244  0.000
85 C 7.438 2.352 -1.739  0.000
86 C 7.417 3.652 -2.539  0.000
87 C 5.175 1.570 -1.808  0.000
88 O 4.891 2.401 -0.956  0.000
89 C 4.096 0.762 -2.442  0.000
90 C 3.991 0.532 -3.815  0.000
91 C 2.853 -0.093 -4.291  0.000
92 C 1.855 -0.456 -3.399  0.001
93 N 1.926 -0.222 -2.090  0.005
94 C 3.016 0.374 -1.645  0.000
95 H 7.959 -0.519 -4.617  0.000
96 H 8.537 1.046 -4.060  0.000
97 H 6.992 0.925 -4.901  0.000
98 H 7.656 -0.280 -2.167  0.000
99 H 6.110 -0.493 -2.994  0.000
100 H 8.427 1.891 -1.787  0.000
101 H 7.199 2.571 -0.693  0.000
102 H 7.606 3.466 -3.595  0.000
103 H 8.177 4.332 -2.161  0.000
104 H 6.447 4.131 -2.432  0.000
105 H 4.757 0.873 -4.496  0.000
106 H 2.727 -0.278 -5.347  0.000
107 H 0.956 -0.944 -3.752  0.001
108 H 3.040 0.593 -0.587  0.000
109 N 1.246 0.514 1.605  0.015
110 S 2.622 -0.253 1.575  0.004
111 C 2.763 -1.415 2.970  0.002
112 C 1.984 -1.328 4.106  0.000
113 C 2.139 -2.272 5.109  0.000
114 C 3.054 -3.300 4.959  0.000
115 C 3.820 -3.392 3.808  0.000
116 C 3.673 -2.447 2.807  0.001
117 C 3.806 0.979 2.247  0.000
118 C 3.447 2.310 2.124  0.001
119 C 4.296 3.297 2.591  0.000
120 C 5.506 2.952 3.167  0.000
121 C 5.873 1.619 3.260  0.000
122 C 5.026 0.625 2.796  0.000
123 H 1.024 0.909 2.516  0.000
124 H 1.249 -0.544 4.204  0.000
125 H 1.540 -2.211 6.006  0.000
126 H 3.168 -4.038 5.740  0.000
127 H 4.522 -4.204 3.688  0.000
128 H 4.230 -2.521 1.886  0.000
129 H 2.508 2.568 1.653  0.001
130 H 4.012 4.333 2.494  0.000
131 H 6.165 3.720 3.543  0.000
132 H 6.825 1.345 3.690  0.000
133 H 5.317 -0.413 2.865  0.000
134 I -3.036 1.310 -1.457  0.022
135 C -2.318 -0.594 -2.029  0.041
136 C -3.146 -1.426 -2.737  -0.004
137 C -2.652 -2.672 -3.130  0.046
138 C -1.328 -2.974 -2.780  -0.004
139 C -0.574 -2.072 -2.076  0.035
140 N -1.046 -0.856 -1.659  -0.004
141 H -4.155 -1.120 -2.972  -0.001
142 H -3.265 -3.357 -3.694  0.003
143 H -0.891 -3.920 -3.062  -0.001
144 H 0.454 -2.293 -1.816  0.002

---

Results for energy above the lowest of the compared OMol25 structures with the same formula, charge and spin: 2.1473 1.7267 (in eV, following the order of the records).